[1]
{
  "formula": "C4H14N3",
  "method": "the ωB97M-V functional and the def2-TZVPD basis",
  "elements": ["N", "N", "N", "C", "C", "C", "C", "H", "H", "H", "H", "H", "H", "H", "H", "H", "H", "H", "H", "H", "H"],
  "positions_angstrom": [[0.45662, 0.35099, 2.87177], [0.73127, 1.53985, 0.91728], [-1.05235, 0.07085, 1.15042], [-0.02580, 0.75001, 1.67168], [0.64645, -1.74121, -1.45821], [0.77813, -0.51170, -2.38155], [-1.62102, 0.40493, -0.15700], [-0.18657, -0.27166, -2.80384], [0.31176, 1.88219, 0.10182], [-1.70408, -0.29047, 1.82573], [1.59120, 1.84729, 1.29177], [0.84816, 1.01426, 3.52428], [1.54384, -2.35146, -1.50079], [0.73561, -1.29864, -0.45347], [1.55906, -0.61025, -3.13235], [-0.16749, -0.20747, 3.43797], [-2.68904, 0.22085, -0.16042], [1.17784, 0.39218, -1.91326], [-0.28353, -2.29569, -1.42804], [-1.22430, -0.29398, -0.88580], [-1.42576, 1.39914, -0.51800]],
  "forces_ev_per_angstrom": [[-0.80, 0.25, 1.06], [-1.24, -0.88, 1.32], [-0.34, 1.59, 0.24], [1.03, -1.56, -0.31], [1.27, 1.60, 1.43], [0.29, -0.15, -0.26], [-0.11, -1.30, -0.52], [-0.01, 0.23, -0.59], [0.09, 0.78, -1.30], [-0.05, -0.25, 0.05], [0.84, 0.60, -0.02], [0.51, 0.47, -0.51], [-0.31, -0.49, -0.32], [-0.16, -0.43, 0.16], [-0.49, -0.59, -0.57], [-0.08, -0.46, -0.36], [-0.14, 0.25, 0.31], [-0.41, -0.07, 0.70], [0.02, -0.19, -0.68], [0.12, 0.09, -0.06], [-0.03, 0.52, 0.22]],
  "relative_energy_kcal_mol": 18.2,
  "charge": 1,
  "homo_ha": -0.532
}

=====

[2]
{
  "formula": "C3H4NO2P",
  "method": "the ωB97M-V functional and the def2-TZVPD basis",
  "elements": ["P", "O", "O", "N", "C", "C", "C", "H", "H", "H", "H"],
  "positions_angstrom": [[1.86920, -0.24696, 0.97170], [0.38969, 0.18222, -1.33030], [-0.71554, -0.20961, 0.57771], [-1.87791, 0.12509, -0.17516], [2.90210, 0.76559, 0.11585], [0.41202, -0.09181, -0.15382], [-2.88231, -0.55519, 0.10275], [2.61896, 0.93875, -0.83005], [-2.93303, -1.35747, 0.73982], [-3.72556, -0.26994, -0.30446], [3.94238, 0.71933, 0.28596]],
  "forces_ev_per_angstrom": [[1.15, 0.66, 0.38], [0.47, -0.55, 0.90], [-0.89, -0.90, 0.29], [1.00, 1.30, -0.41], [-0.58, -2.95, 2.65], [-0.55, 1.25, -1.73], [3.28, -0.39, 1.25], [-1.07, 1.45, -3.36], [0.34, -1.94, 1.73], [-4.14, 1.53, -2.41], [0.99, 0.55, 0.70]],
  "relative_energy_kcal_mol": 60.4,
  "charge": 0,
  "homo_ha": -0.358
}

=====

[3]
{
  "formula": "C25H65BFN6O5",
  "method": "the ωB97M-V functional and the def2-TZVPD basis",
  "elements": ["F", "O", "O", "O", "O", "O", "N", "N", "N", "N", "N", "N", "C", "C", "C", "C", "C", "C", "C", "C", "C", "C", "C", "C", "C", "C", "C", "C", "C", "C", "C", "C", "C", "C", "C", "C", "C", "B", "H", "H", "H", "H", "H", "H", "H", "H", "H", "H", "H", "H", "H", "H", "H", "H", "H", "H", "H", "H", "H", "H", "H", "H", "H", "H", "H", "H", "H", "H", "H", "H", "H", "H", "H", "H", "H", "H", "H", "H", "H", "H", "H", "H", "H", "H", "H", "H", "H", "H", "H", "H", "H", "H", "H", "H", "H", "H", "H", "H", "H", "H", "H", "H", "H"],
  "positions_angstrom": [[-1.56098, -0.35908, 1.38147], [1.30530, -4.14643, 7.69755], [0.35893, 3.01803, -2.38775], [6.57008, 3.98986, -1.31772], [0.80405, -3.34074, 3.14687], [-4.47375, 0.00346, -4.27327], [1.54157, 0.89337, 1.57013], [-0.08008, -1.14711, 3.79289], [-1.17668, -4.02719, 6.23722], [-7.06981, -0.83255, -3.33380], [4.40743, 2.53210, -0.11244], [1.75160, 4.91088, -4.06627], [-4.16736, -0.44620, -5.58330], [0.52221, -1.70084, 1.15384], [0.52557, 2.76276, -3.77931], [6.45013, 1.75518, 0.97146], [-6.95047, 0.30136, -4.25810], [0.33147, 0.89807, 0.69837], [6.49744, 2.58179, -1.45956], [-2.85876, -2.31962, -0.52760], [-3.08172, 0.25406, -1.14462], [-2.20304, -1.06801, -1.25402], [-0.38945, -0.52196, 0.61218], [-1.27031, -6.05424, 7.58289], [2.01734, -1.44199, 0.65561], [2.59672, -0.07349, 1.16598], [-0.69021, -0.81768, -0.90850], [-0.54020, 4.81982, -4.88410], [1.15639, -4.54414, 9.05078], [-5.54694, 0.93377, -4.20302], [0.98288, -5.15095, 6.74539], [0.73723, 4.02056, -4.64325], [5.69946, 1.87003, -0.35257], [-0.52384, -5.31954, 6.47305], [7.54540, 4.44460, -0.39115], [-0.94699, 3.43504, -2.01543], [-7.36269, -0.15534, -5.65452], [0.38396, -2.03198, 2.72804], [-6.28652, -1.45763, -3.51590], [-0.12970, -1.72171, -1.27906], [7.48332, 1.44224, 0.81104], [7.11921, 4.50130, 0.61259], [-3.19092, -3.08276, -1.27333], [-1.10066, 3.16257, -0.96895], [1.42812, 2.14775, -3.85621], [-2.62724, 0.97064, -0.40268], [-1.03445, 4.52023, -2.08639], [2.63415, 4.40801, -4.00491], [1.45706, -4.82960, 5.81263], [-7.11463, 0.59955, -6.40453], [-0.82908, 5.42001, -4.02049], [-2.24180, -6.39692, 7.22091], [3.18133, -0.30912, 2.10017], [-3.80430, -1.94568, -0.04680], [1.82618, -3.93215, 9.65668], [-0.92248, -3.41389, 7.00969], [-5.44023, 1.42781, -3.23163], [1.49866, 5.07182, -3.09298], [-0.35468, 0.01605, -1.59099], [5.50167, 0.85035, -0.70015], [-0.30093, 2.14922, -4.15893], [1.45074, -6.10480, 7.01877], [0.13773, -4.35253, 9.39325], [3.33239, 0.39593, 0.46992], [-4.13904, 0.02936, -0.85977], [1.35664, 0.76370, 2.56956], [-1.71924, 2.94943, -2.61740], [-3.11943, -0.75157, -5.59770], [-1.46262, -5.42109, 8.44961], [-7.66352, 1.07010, -3.94647], [1.41601, -5.59559, 9.20009], [7.83725, 5.45450, -0.67999], [6.45950, 2.69087, 1.53087], [0.18646, -2.62718, 0.60503], [-4.76667, -1.32329, -5.83349], [-8.44120, -0.31917, -5.69415], [-6.89059, -1.09442, -5.94541], [-3.03803, 0.79119, -2.13139], [-0.71290, -6.93245, 7.91722], [3.86642, 2.51351, -0.97556], [-0.74279, -3.58686, 5.42858], [8.43699, 3.81206, -0.39060], [2.65026, -2.30715, 0.95717], [0.48075, -1.19589, 4.64069], [-4.31138, 0.33845, -6.33088], [5.97986, 2.41111, -2.40874], [-0.62272, -5.92142, 5.56482], [1.43418, -3.61021, 2.46306], [7.49927, 2.15185, -1.57175], [-2.22576, -1.31908, -2.35291], [4.59578, 3.52360, 0.02917], [1.96715, 1.83334, 1.48558], [-5.42830, 1.71586, -4.96314], [-2.18205, -2.75354, 0.24727], [1.09670, 3.68432, -5.61994], [-0.39991, 5.51201, -5.71615], [5.97451, 1.00852, 1.61315], [-6.89855, -0.50299, -2.38650], [0.63678, 1.29612, -0.29836], [-0.38493, 1.64491, 1.13490], [1.94817, -1.36350, -0.46478], [-1.37443, 4.16124, -5.13820], [-0.26341, -0.19300, 3.50138]],
  "forces_ev_per_angstrom": [[0.76, -0.55, -0.47], [0.04, -0.29, -0.08], [-0.15, -0.29, 0.00], [0.07, -0.35, 0.06], [0.02, 2.27, -0.93], [-0.02, 0.26, -0.15], [0.75, 0.99, -0.25], [1.39, -0.25, -1.63], [0.27, 0.12, -0.16], [0.24, 0.21, 0.16], [-0.39, -0.05, -0.16], [0.08, -0.39, 0.13], [0.12, -0.25, 0.18], [-0.36, 0.40, -0.22], [0.29, -0.09, -0.25], [0.00, -0.19, 0.12], [0.24, -0.33, -0.20], [-1.21, -0.05, -0.11], [-0.19, 0.05, -0.26], [-0.39, 0.95, -0.03], [1.00, 0.19, -0.07], [-0.65, -0.11, -0.67], [1.28, 0.38, -0.97], [-0.13, -0.23, -0.02], [-1.29, 0.74, -0.55], [1.65, -2.07, 0.81], [-0.96, -0.03, -0.93], [-0.13, 0.02, -0.21], [-0.01, 0.33, 0.04], [-0.13, 0.11, 0.28], [0.03, 0.06, -0.29], [-0.20, 0.23, 0.37], [0.29, 0.26, 0.27], [0.01, 0.16, 0.43], [-0.13, 0.29, -0.01], [0.18, 0.15, 0.18], [-0.19, 0.09, -0.15], [0.17, -1.03, 1.48], [-0.14, -0.05, -0.08], [-0.39, 0.80, 0.68], [-0.04, 0.02, 0.01], [0.17, -0.06, 0.09], [0.57, 0.47, 0.68], [0.02, -0.05, -0.03], [0.00, 0.06, 0.10], [-0.67, -0.75, -0.46], [-0.18, -0.03, -0.07], [0.05, 0.14, -0.16], [-0.03, 0.09, 0.05], [0.01, -0.03, 0.01], [0.07, -0.06, 0.02], [0.06, 0.08, -0.01], [-0.53, 0.49, -0.81], [1.00, -0.60, -0.11], [0.04, -0.02, -0.10], [-0.15, -0.09, 0.04], [0.05, -0.10, 0.01], [-0.05, 0.16, -0.11], [-0.28, -0.60, 0.87], [-0.01, 0.04, -0.14], [-0.12, 0.10, 0.04], [-0.09, -0.03, 0.14], [-0.01, -0.19, 0.11], [-0.97, -0.15, 0.43], [0.92, 0.28, -0.33], [-0.40, -0.15, -0.29], [0.03, 0.05, -0.05], [-0.01, 0.07, 0.07], [0.08, 0.04, -0.06], [0.09, 0.04, 0.08], [-0.07, -0.02, -0.05], [-0.04, -0.07, -0.09], [0.00, 0.01, -0.11], [0.26, 0.86, 0.59], [-0.03, 0.08, -0.20], [0.08, -0.01, 0.06], [0.04, 0.04, 0.08], [-0.33, -0.58, 0.86], [-0.01, 0.03, 0.01], [0.04, 0.03, -0.01], [-0.14, -0.09, -0.08], [-0.05, -0.06, 0.02], [-0.21, 0.86, -0.37], [-0.57, -0.12, 0.06], [-0.08, -0.01, 0.02], [-0.01, 0.08, 0.03], [0.10, 0.07, -0.05], [-0.27, -0.65, 0.27], [0.03, -0.02, 0.16], [0.24, 0.24, 1.03], [0.01, -0.08, 0.08], [-0.03, -0.34, 0.11], [-0.02, -0.09, -0.13], [-0.71, 0.15, -0.62], [0.05, -0.10, 0.07], [0.05, -0.04, 0.08], [0.01, 0.04, -0.03], [-0.18, -0.02, 0.00], [-0.04, -0.46, 0.74], [0.57, -0.77, -0.37], [0.31, -0.43, 1.00], [0.01, 0.02, 0.02], [-0.46, -0.24, 0.45]],
  "charge": 1,
  "homo_ha": -0.392
}

=====

[4]
{
  "formula": "C12H4Br2Cl4CoN2O8",
  "method": "the ωB97M-V functional and the def2-TZVPD basis",
  "elements": ["Br", "Br", "Co", "Cl", "Cl", "Cl", "Cl", "O", "O", "O", "O", "O", "O", "O", "O", "N", "N", "C", "C", "C", "C", "C", "C", "C", "C", "C", "C", "C", "C", "H", "H", "H", "H"],
  "positions_angstrom": [[-3.25147, -3.19050, 1.50698], [-5.59166, 1.62958, -0.18347], [0.96672, -0.88366, -0.25424], [5.29093, -2.79171, 1.15360], [5.13782, 0.05643, 1.62403], [6.02147, -0.95375, -0.94226], [1.13838, 1.15177, 2.28399], [0.33697, 2.34306, 2.12112], [2.58029, -1.84398, 0.57983], [2.12834, 1.34767, 3.29736], [1.82269, 0.87206, 0.99597], [-0.73904, -1.80243, 0.41277], [0.29001, 0.02234, 2.60718], [3.13000, -0.37964, -0.98485], [1.27498, -3.16355, -3.71777], [-0.42664, 0.62031, -0.62155], [0.72002, -1.65493, -1.95093], [4.91473, -1.22721, 0.41364], [-1.66159, 0.24384, -0.26419], [3.41959, -1.14731, -0.06035], [-2.53315, 2.37188, -0.92452], [-1.25869, 2.74124, -1.25886], [-4.03666, 0.57530, 0.01265], [-2.77267, 1.08478, -0.40502], [-0.21244, 1.82601, -1.09188], [1.02325, -2.40752, -2.81780], [-3.05925, -1.50118, 0.72059], [-4.16930, -0.67967, 0.56416], [-1.76029, -1.09056, 0.30610], [-3.35760, 3.05998, -1.04632], [-1.04444, 3.73232, -1.63573], [-5.13759, -1.03494, 0.88433], [0.81631, 2.07397, -1.32459]],
  "forces_ev_per_angstrom": [[-0.01, -0.23, 0.08], [-0.18, 0.19, -0.03], [-0.30, 1.06, 0.05], [-0.15, 0.05, -0.09], [-0.14, -0.11, -0.14], [-0.17, 0.00, -0.01], [-0.95, 0.17, 1.00], [0.31, -0.38, -0.19], [-1.04, 0.21, -0.77], [0.08, -0.02, -0.28], [-0.36, -0.84, -0.37], [3.57, -0.60, -0.05], [0.43, 0.38, -0.45], [-0.86, -0.09, 0.42], [-0.36, 1.10, 1.06], [1.16, -0.82, -0.22], [-0.07, 0.38, 0.62], [-0.11, 0.07, 0.08], [-0.67, -1.13, 0.56], [0.49, -0.16, 0.07], [0.10, 0.04, -0.07], [-0.09, 0.03, 0.04], [0.20, -0.18, 0.04], [-0.68, -0.11, 0.20], [0.46, -0.14, -0.02], [0.47, -1.19, -0.72], [1.37, 0.40, -0.44], [0.18, 0.64, -0.30], [-2.56, 1.31, -0.07], [-0.02, 0.01, 0.01], [0.02, -0.07, 0.01], [-0.04, 0.02, 0.00], [-0.06, 0.01, -0.01]],
  "relative_energy_kcal_mol": 22.1,
  "charge": -1,
  "homo_ha": [-0.201, -0.201]
}

=====

[5]
{
  "formula": "H2O4PS",
  "method": "the ωB97M-V functional and the def2-TZVPD basis",
  "elements": ["S", "P", "O", "O", "O", "O", "H", "H"],
  "positions_angstrom": [[1.31139, 2.11654, 0.10369], [0.17381, 0.66013, -0.98820], [0.70711, 3.19460, -0.74998], [1.07374, 2.23457, 1.49816], [-1.10851, 0.57755, -0.32418], [2.62386, 1.77182, -0.27966], [-0.03596, 1.10699, -2.33551], [1.00320, -0.40911, -1.26781]],
  "forces_ev_per_angstrom": [[-2.67, 2.10, -3.43], [0.73, 1.86, -0.64], [0.77, -0.61, 1.45], [-0.55, -0.26, 1.47], [-2.72, -1.47, 1.06], [3.48, -0.67, -0.54], [0.63, 0.06, 0.42], [0.33, -1.01, 0.21]],
  "relative_energy_kcal_mol": 14.7,
  "charge": -1,
  "homo_ha": -0.185
}

=====

[6]
{
  "formula": "C4H7NO",
  "method": "the ωB97M-V functional and the def2-TZVPD basis",
  "elements": ["O", "N", "C", "C", "C", "C", "H", "H", "H", "H", "H", "H", "H"],
  "positions_angstrom": [[-0.42401, 0.31515, 2.53591], [-0.44757, -1.04613, 0.68054], [-0.17130, 0.10496, 1.36719], [0.55383, 1.03148, 0.39922], [-0.40408, -0.91794, -0.76401], [0.36063, 0.41276, -0.99481], [0.18132, 2.05370, 0.49595], [1.31891, 0.22821, -1.48634], [1.60537, 1.04141, 0.70034], [-0.97404, -1.77100, 1.14530], [-1.41774, -0.87093, -1.18196], [0.09778, -1.77066, -1.23290], [-0.21241, 1.07148, -1.65161]],
  "forces_ev_per_angstrom": [[0.13, -0.09, -0.31], [-0.11, 0.05, 0.17], [0.04, -0.04, 0.06], [0.02, 0.08, 0.05], [-0.02, -0.03, -0.15], [0.01, 0.00, -0.09], [-0.02, -0.17, 0.00], [-0.14, 0.00, 0.09], [-0.11, 0.04, -0.02], [0.00, 0.11, -0.08], [0.13, 0.02, 0.05], [0.00, 0.11, 0.14], [0.07, -0.09, 0.10]],
  "relative_energy_kcal_mol": 1.4,
  "charge": 0,
  "homo_ha": -0.350
}

=====

E_tot for the records above, in order: -8839.234 -18045.678 -49544.938 -259666.289 -28347.765 -7799.585 eV